No. 1
8
Properties=species:S:1:pos:R:3:forces:R:3:mulliken_charge:R:1 method="wB97M-V/def2-TZVPD" e_above_lowest_ev=3.3107 charge=0 orbital_gap_ev="7.6992 / 8.0141"
C 0.480494 -0.634793 -0.853591 -3.8357 2.1418 -0.2919 -0.10
C -1.890497 0.843211 0.339955 1.0821 -0.3578 -1.7571 -0.60
C 1.448623 -1.291220 -0.384827 3.0746 -1.1547 0.0969 -0.34
S -1.152235 -0.303981 -0.693030 -0.7582 0.2950 -0.0904 0.02
H -1.375590 1.289835 1.144316 0.8503 0.1420 0.9645 0.29
H -2.398615 1.602903 -0.249592 -0.6346 -0.3729 0.0068 0.24
H 1.374402 -1.643584 0.648253 0.6358 -0.4434 -0.4720 0.27
H 2.304541 -1.360524 -1.116879 -0.4143 -0.2500 1.5431 0.22

=====

No. 2
8
Properties=species:S:1:pos:R:3:forces:R:3:mulliken_charge:R:1 method="wB97M-V/def2-TZVPD" e_above_lowest_ev=1.4364 charge=0 orbital_gap_ev=9.5391
C 0.593942 0.207980 -0.587424 1.1353 0.5094 -1.7440 -0.50
C -0.321602 -0.840703 0.117055 1.9209 -1.1896 0.4936 -0.22
S -1.852646 0.044793 -0.110482 -0.2983 -0.1531 0.3460 -0.22
C -0.249038 0.504693 0.627644 -0.2343 1.3713 -0.3057 -0.16
H 0.289684 0.578052 -1.670958 0.2470 -0.7326 2.4981 0.18
H 1.760652 0.243278 -0.527443 -2.2234 -0.5567 0.4770 0.22
H -0.067969 -1.851004 0.596754 -0.6716 1.8030 -0.9171 0.31
H -0.153022 1.112910 1.554856 0.1244 -1.0518 -0.8480 0.40

=====

No. 3
8
Properties=species:S:1:pos:R:3:forces:R:3:mulliken_charge:R:1 method="wB97M-V/def2-TZVPD" e_above_lowest_ev=2.2533 charge=0 orbital_gap_ev=8.5036
C 0.169571 -1.718874 -0.836254 -0.0121 -0.3105 1.3293 -0.38
C 0.493782 -2.615666 -0.094351 -0.1681 0.5266 -1.7971 -0.32
H -0.221187 -0.838068 -1.255345 -0.1187 0.4809 -0.4074 0.38
H 0.831024 -3.599400 0.031596 0.2864 -0.6868 0.8814 0.32
C -0.220509 2.246960 0.490406 -0.1898 0.0343 -0.1468 -0.33
S -1.580896 1.519798 0.964953 0.4154 0.3073 -0.4874 -0.17
H -0.053768 2.683734 -0.537615 -0.1888 -0.5327 1.2041 0.25
H 0.581983 2.321515 1.236610 -0.0242 0.1809 -0.5761 0.25